[1]
One molecule with the formula C2H4N2S2, computed with ωB97M-V/def2-TZVPD.

Each line ends with the natural charge from an NBO analysis.
Element x y z (Å)
H -2.75049 -0.05126 -0.73464  0.3492
N -2.17910 -0.78628 -0.25228  -0.6822
C -0.99096 -0.31258 -0.07744  0.2601
N 0.06953 -1.11830 0.40576  -0.7635
S 1.54076 -0.67458 -0.45679  0.3894
C 1.31776 1.01625 0.16252  -0.6819
S -0.45278 1.35880 -0.21928  0.2370
H -0.12243 -2.11584 0.28957  0.4077
H 2.04511 1.61848 -0.38064  0.2480
H 1.52261 1.06530 1.26323  0.2363

Properties
Highest occupied orbital energy: -8.79 eV
SMILES: [H]/N=C1/NSCS1
Multiplicity: 1
Kohn-Sham gap: 9.1 eV

***

[2]
C25H17AlBrCl5N3O3S as an isolated structure, computed with ωB97M-V/def2-TZVPD.

Each line ends with the natural charge from an NBO analysis.
Element x y z (Å)
Al 0.73787 -1.03586 -0.37600  1.9694
O 1.53868 0.11272 1.12203  -0.7600
C 2.08130 -0.39505 2.30732  0.2653
C 2.77153 0.44737 3.15630  -0.2518
C 3.28998 -0.06331 4.33728  -0.1736
C 3.11076 -1.40035 4.65517  -0.2156
C 2.41922 -2.22780 3.78336  -0.1898
C 1.89058 -1.74349 2.59305  -0.0670
C 1.15869 -2.67302 1.63769  0.2435
O 1.48568 -2.45942 0.32130  -0.9520
N -0.32308 -2.51849 1.74275  -0.4412
N -0.71137 -1.36305 1.10221  -0.3683
C -1.81848 -0.79893 1.39251  0.0863
C -2.30963 0.39159 0.73159  -0.1756
Br -1.06852 1.17259 -0.47254  0.1792
C -3.54230 0.85257 0.99013  -0.1179
C -4.32710 1.98326 0.51474  -0.0391
C -3.82367 3.07755 -0.19762  -0.2000
C -4.66848 4.09968 -0.59264  -0.2024
C -6.02312 4.05076 -0.29285  -0.1700
C -6.53539 2.97672 0.42043  -0.1951
C -5.69260 1.95888 0.82647  -0.1889
H 2.01302 0.89776 0.79729  0.5412
H 2.90195 1.49187 2.89828  0.2271
H 3.83512 0.58930 5.00530  0.2313
H 3.52005 -1.80125 5.57203  0.2307
H 2.30305 -3.27982 4.01708  0.2194
H 1.36380 -3.70611 1.93373  0.1883
H -0.67722 -2.57677 2.69310  0.3723
H -2.45561 -1.21230 2.17261  0.2036
H -4.08249 0.22985 1.69982  0.2211
H -2.77390 3.15595 -0.42929  0.2175
H -4.26515 4.94430 -1.13487  0.2268
H -6.67603 4.85386 -0.60741  0.2282
H -7.58783 2.93611 0.66568  0.2280
H -6.09345 1.12567 1.39116  0.2144
Cl 6.42161 1.20354 -4.56034  0.0822
C 5.02894 0.83140 -3.63179  -0.1062
C 4.37160 -0.38479 -3.80643  -0.0483
Cl 4.95649 -1.52475 -4.94448  0.0839
C 3.23567 -0.67823 -3.05908  -0.1425
Cl 2.42046 -2.18211 -3.23635  0.0650
C 2.72352 0.23733 -2.13630  0.3767
O 1.62829 0.00893 -1.43230  -0.9601
C 3.41460 1.43792 -1.95443  -0.1369
Cl 2.82321 2.51540 -0.73549  0.0299
C 4.55072 1.74363 -2.69053  -0.0614
Cl 5.36291 3.23131 -2.43835  0.0837
S -1.60056 -3.74536 -2.97359  0.5572
C -1.44194 -2.23175 -3.75562  -0.4309
C -0.78370 -1.36374 -2.95524  -0.0143
N -0.41137 -1.89272 -1.74154  -0.6347
C -0.77303 -3.15087 -1.63089  -0.1137
H -1.82606 -2.06074 -4.74681  0.2705
H -0.52230 -0.34498 -3.19062  0.2461
H -0.54496 -3.74278 -0.75696  0.2686

Properties
Highest occupied orbital energy: -10.91 eV
Multiplicity: 1
Kohn-Sham gap: 7.5 eV
Charge: +1

***

[3]
A 2-piece molecular cluster, C4H15NO2Si2 overall, computed with ωB97M-V/def2-TZVPD.

Each line ends with the natural charge from an NBO analysis.
Element x y z (Å)
C 1.90973 -1.77598 1.23197  -0.4080
C 1.08194 2.80463 -1.30089  -0.2416
C 1.29115 -0.79104 -2.10286  -1.1601
C -1.88997 -0.40177 1.25047  -0.4489
N 1.79734 -0.35772 0.96030  -1.1050
O 1.81123 1.74175 -0.75206  -0.9203
O -1.47062 0.46782 0.21562  -0.9237
Si -3.72873 -0.11912 0.80533  0.8901
Si 1.38397 0.24906 -0.53568  2.2045
H 2.17329 -2.24467 0.27723  0.1895
H 2.65993 -1.97739 2.00369  0.1988
H 1.03068 -2.22840 1.77746  0.2076
H 0.34791 3.02497 -0.51715  0.2060
H 0.52644 2.43575 -2.20281  0.1787
H 1.64828 3.69653 -1.44056  0.1955
H 0.50541 -0.26436 -2.74240  0.2848
H 2.26627 -0.94303 -2.53050  0.2573
H 1.05825 -1.73590 -1.73157  0.2485
H -1.61450 -1.48611 1.03727  0.1364
H -1.60034 -0.13085 2.25970  0.1535
H 1.33730 0.06439 1.78821  0.4326
H -4.60615 -1.16654 1.34624  -0.2173
H -4.05930 1.19967 1.48363  -0.1789
H -3.85951 -0.06170 -0.58065  -0.1799

Properties
Highest occupied orbital energy: -6.86 eV
Multiplicity: 1
Kohn-Sham gap: 7.1 eV

***

[4]
C2H2F2KLiO as an isolated structure, computed with ωB97M-V/def2-TZVPD.

Each line ends with the Mulliken spin population.
Element x y z (Å)
F -3.62138 3.12958 -1.66858  -0.0004
O -0.24732 -0.30686 -0.18196  0.3617
Li -0.62751 -1.97465 -1.18691  -0.0023
K -2.29972 1.80699 -0.57920  0.0035
C 1.00626 -1.09210 0.99565  0.4074
C 1.05729 0.10461 0.25306  0.0976
H 1.83844 -0.48157 1.67467  0.1104
F 1.24109 -2.19792 0.31972  0.0156
H 1.65286 1.01191 0.37354  0.0066

Properties
Highest occupied orbital energy (spin up / spin down): -11.29 / -11.30 eV
Multiplicity: 2
Kohn-Sham gap (spin up / spin down): 4.2 / 4.4 eV
Charge: +1

***

[5]
One molecule with the formula C3H4N2O, computed with ωB97M-V/def2-TZVPD.

Each line ends with the natural charge from an NBO analysis.
Element x y z (Å)
H -0.06116 -2.69194 -0.77716  0.3184
N -0.04827 -1.66711 -0.67733  -0.3305
N 1.14678 -1.33932 -0.60595  -0.1433
C 1.34384 0.07138 -0.36513  -0.1436
C 0.42590 0.76976 0.26215  -0.0786
C -0.69748 0.92574 0.93083  0.1310
O -1.87540 1.36981 0.43449  -0.6545
H 2.32349 0.42945 -0.67038  0.2139
H -0.74827 0.73720 1.99981  0.2012
H -1.80945 1.39502 -0.53133  0.4861

Properties
Highest occupied orbital energy: -9.16 eV
SMILES: [H]/N=N/C=C=CO
Multiplicity: 1
Kohn-Sham gap: 9.3 eV

***

[6]
A 2-piece molecular cluster, C33H36N4O3 overall, computed with ωB97M-V/def2-TZVPD.

Each line ends with the Löwdin charge.
Element x y z (Å)
C -7.63517 -2.75160 4.43619  -0.0622
N -7.24722 -1.52396 3.77912  -0.1955
C -8.30827 -0.73121 3.22205  -0.0651
C -5.94318 -1.22764 3.53045  -0.2108
C -5.57484 -0.09666 2.75158  0.0039
C -4.25335 0.25563 2.58970  0.0044
C -3.19227 -0.50260 3.13179  -0.1720
C -1.82559 -0.00685 3.10944  0.0143
C -0.74968 -0.87304 3.34677  -0.0069
C 0.60709 -0.55684 3.48346  -0.0641
C 1.61218 -1.62039 3.60347  -0.1532
C 1.29875 -2.97299 3.30604  -0.0098
C 2.23963 -3.99219 3.37301  -0.0097
C 3.59621 -3.70488 3.68438  -0.2227
N 4.55066 -4.68324 3.66718  -0.1997
C 5.96953 -4.39225 3.56171  -0.0623
C 4.26169 -6.09449 3.80958  -0.0600
C 3.92951 -2.36628 4.01005  -0.0133
C 2.95164 -1.37902 4.03944  -0.0232
C 1.00410 0.84895 3.54880  -0.1565
C 0.15327 1.83235 4.10282  -0.0212
C 0.45639 3.18140 4.09475  -0.0128
C 1.72818 3.60537 3.63613  -0.2218
N 2.07919 4.92451 3.68414  -0.2044
C 3.46512 5.33571 3.76977  -0.0679
C 1.12783 5.99785 3.51500  -0.0530
C 2.62904 2.62986 3.13963  -0.0092
C 2.24220 1.30758 3.02575  -0.0280
C -3.54947 -1.67114 3.84234  -0.0230
C -4.87263 -2.01132 4.07403  -0.0154
H -7.10446 -2.88209 5.38788  0.0848
H -8.70973 -2.69303 4.63205  0.0817
H -7.43935 -3.63913 3.81246  0.0996
H -8.07787 0.33378 3.28910  0.0843
H -8.50188 -0.97749 2.16914  0.1023
H -9.21348 -0.93105 3.79547  0.0822
H -6.34336 0.49927 2.27793  0.0974
H -4.03624 1.15220 2.05007  0.0978
H -1.74444 1.07846 3.07655  0.0725
H -1.03465 -1.89353 3.54042  0.0789
H 0.29248 -3.24200 2.99132  0.1113
H 1.94678 -5.01410 3.14137  0.1003
H 6.13472 -3.38715 3.15853  0.0825
H 6.46779 -4.47273 4.54296  0.0963
H 6.43760 -5.12847 2.88939  0.0921
H 3.22315 -6.25568 4.10489  0.0786
H 4.45922 -6.62849 2.86908  0.0951
H 4.92204 -6.52641 4.57551  0.0924
H 4.95917 -2.10752 4.27505  0.1038
H 3.24083 -0.39547 4.39867  0.1085
H -0.79971 1.55616 4.54830  0.1206
H -0.25043 3.90163 4.50554  0.1072
H 4.06491 4.56528 4.27150  0.0892
H 3.89884 5.52571 2.77425  0.0936
H 3.51863 6.26586 4.35191  0.0883
H 0.11153 5.61672 3.40056  0.0744
H 1.16505 6.67188 4.37800  0.0895
H 1.37697 6.58784 2.62169  0.0953
H 3.62803 2.93163 2.80544  0.1078
H 2.91629 0.59730 2.54036  0.1184
H -2.77766 -2.29317 4.31561  0.1111
H -5.10876 -2.89286 4.68648  0.0954
O -1.85901 1.32602 1.46816  -0.1111
C -2.32206 2.45445 1.10281  -0.3519
C -2.97261 2.53383 -0.18152  -0.1111
N -3.23112 1.29004 -0.84837  -0.3072
O -3.13575 0.19136 -0.26087  0.0498
O -3.62576 1.38094 -2.03674  0.0009
C -3.51034 3.69937 -0.70037  -0.0276
C -3.62289 4.81926 0.11511  -0.1121
C -3.04134 4.79213 1.39687  -0.1058
C -2.38281 3.66801 1.88100  -0.0148
H -3.88704 3.66948 -1.71111  0.1091
H -4.11972 5.71660 -0.26147  0.0931
H -3.13503 5.67509 2.02794  0.0952
H -1.93084 3.67936 2.87852  0.0812

Properties
Highest occupied orbital energy: -6.77 eV
Multiplicity: 1
Kohn-Sham gap: 5.6 eV

***

[7]
One molecule with the formula C6H12O4, computed with ωB97M-V/def2-TZVPD.

Each line ends with the natural charge from an NBO analysis.
Element x y z (Å)
C 0.37395 0.89863 -0.20259  0.2898
C -0.96407 0.34205 -0.18912  0.5114
C -1.96557 0.89945 0.74534  -0.6961
C -1.42213 -0.51104 -1.30932  -0.7042
C 1.90864 -1.30932 -0.07910  -0.6819
C 1.16299 -0.30100 0.78750  0.6002
O 0.90899 0.93845 -1.50475  -0.7218
O 0.53798 2.08295 0.47943  -0.7256
O -0.18262 -1.00107 1.24280  -0.7862
O 1.77240 0.27061 1.71767  -0.7290
H 1.77526 1.35643 -1.43135  0.4910
H 1.11705 1.82118 1.24450  0.5098
H -0.06044 -1.95938 1.29381  0.4799
H -1.80979 0.17311 -2.07659  0.2652
H -2.78030 0.20206 0.93102  0.2275
H -2.36838 1.80247 0.26639  0.2582
H -1.50589 1.21174 1.67816  0.2718
H -2.22799 -1.17837 -1.00738  0.2319
H -0.60905 -1.06181 -1.77232  0.2527
H 2.22913 -2.12528 0.57362  0.2228
H 2.80072 -0.84246 -0.49354  0.2280
H 1.30911 -1.70940 -0.89421  0.2047

Properties
Highest occupied orbital energy: -8.59 eV
Multiplicity: 1
Kohn-Sham gap: 8.2 eV

***

[8]
C4H4BrN as an isolated structure, computed with ωB97M-V/def2-TZVPD.

Each line ends with the Mulliken spin population.
Element x y z (Å)
C 0.91542 -1.23818 1.31009  0.6740
C 0.47700 -0.03876 0.87896  0.4332
C 1.22918 0.44258 2.16569  0.4545
C -0.16451 0.65024 -0.31439  -0.0121
N 1.67486 -0.67424 2.57491  0.3912
Br 1.80074 2.41697 2.70440  -0.0093
H 0.87103 -2.33993 0.97276  0.0062
H -1.21189 0.66774 -0.25511  0.0434
H 0.04964 0.14962 -1.35727  0.0150
H 0.18369 1.69183 -0.41597  0.0039

Properties
Highest occupied orbital energy (spin up / spin down): -7.15 / -10.33 eV
Multiplicity: 3
Kohn-Sham gap (spin up / spin down): 7.3 / 8.1 eV